No. 1
Here is C4H13O3S as an isolated structure at a distorted geometry from the OMol25 dataset. Energies are from ωB97M-V/def2-TZVPD.

Results
gap between HOMO and LUMO: 6.271 eV
HOMO: -4.36 eV
molar mass: 141.2 g/mol
DFT total energy: -21332.839 eV
total charge: -1
relative energy (zero: lowest compared OMol25 entry of this formula, charge and spin): 106.0 kcal/mol

Atoms and positions in Å:
C1 -1.2131 0.5198 1.6551
O1 -0.9496 -0.7906 1.9836
C2 -1.3756 0.7170 0.1287
C3 -0.0813 0.4909 -0.6036
C4 0.5732 1.7740 -1.0880
S1 0.7882 3.1224 0.0314
H1 -2.1261 0.8074 2.1958
H2 -0.4550 1.2587 1.9660
H3 -1.6354 1.7673 -0.0373
H4 -2.1120 -0.0094 -0.2184
H5 0.1593 -0.1957 -1.4042
H6 0.7281 0.4975 0.3726
H7 1.5335 1.4550 -1.5032
H8 0.0008 2.0497 -1.9882
H9 1.4099 0.4106 0.8379
H10 0.8792 -2.0476 -1.3687
H11 1.9479 -2.7938 -2.1333
O2 1.1988 -2.2090 -2.2735
H12 -0.3394 -1.4654 1.3414
H13 0.6664 -2.9717 1.4115
O3 0.4021 -2.3869 0.6944

Forces on atoms 1 to 2 (eV/Å):
-0.0180 -0.3842 0.2509
-0.0989 -0.0366 0.4007

Atom charges from the natural (NBO) analysis, given in e for atoms 1 to 2:
1 C -0.028
2 O -0.830

***

No. 2
Here is a 3-piece molecular cluster, C4H13O4 overall at a distorted geometry from the OMol25 dataset. Energies are from ωB97M-V/def2-TZVPD.

Results
gap between HOMO and LUMO: 7.852 eV
HOMO: -4.14 eV
molar mass: 125.1 g/mol
DFT total energy: -12547.209 eV
total charge: -1
relative energy (zero: lowest compared OMol25 entry of this formula, charge and spin): 69.7 kcal/mol

Atoms and positions in Å:
C1 1.0320 1.0920 -0.7451
C2 -0.2257 1.1104 0.1356
C3 -1.4962 1.0680 -0.7468
O1 -1.3752 0.4010 -1.9856
C4 1.7791 -0.3010 -0.8269
O2 2.6277 -0.2406 0.3108
H1 0.8928 1.5450 -1.8090
H2 1.6982 1.7404 -0.3740
H3 -0.3618 2.0573 0.6552
H4 -0.0731 0.3558 0.9779
H5 -1.8137 1.9770 -0.9221
H6 -2.2681 0.4340 -0.1460
H7 -0.5232 -0.1720 -2.2062
H8 0.9955 -1.1672 -0.7421
H9 2.3617 -0.5115 -1.6874
H10 -2.6283 -1.3397 2.3139
H11 -2.2174 -1.8218 0.8844
O3 -2.9552 -1.7670 1.5263
H12 1.4197 -2.0111 2.5300
H13 2.0237 -0.8638 1.0127
O4 1.1074 -1.5851 1.8445

Forces on atoms 1 to 2 (eV/Å):
-1.7459 -1.6404 -3.6329
0.2751 -0.3579 -0.0791

Atom charges from the natural (NBO) analysis, given in e for atoms 1 to 2:
1 C -0.424
2 C -0.460

***

No. 3
Here is a 3-piece molecular cluster, C4H13O4 overall at a distorted geometry from the OMol25 dataset. Energies are from ωB97M-V/def2-TZVPD.

Results
gap between HOMO and LUMO: 8.201 eV
HOMO: -4.31 eV
molar mass: 125.1 g/mol
DFT total energy: -12549.473 eV
total charge: -1
relative energy (zero: lowest compared OMol25 entry of this formula, charge and spin): 17.5 kcal/mol

Atoms and positions in Å:
C1 1.6004 -0.0582 -0.0083
C2 1.4207 -1.4979 -0.4301
C3 0.0639 -2.1387 -0.2501
O1 -0.4126 -2.1504 1.0975
C4 0.6101 0.9041 -0.7240
O2 -0.1974 1.5216 0.2150
H1 1.6115 0.2367 1.0364
H2 2.5741 0.3707 -0.2913
H3 2.2505 -2.1567 -0.1476
H4 1.6587 -1.4969 -1.5089
H5 -0.6585 -1.5871 -0.8199
H6 0.0761 -3.1849 -0.5601
H7 0.0336 0.4775 -1.5710
H8 1.1384 1.7033 -1.2879
H9 -1.0757 0.8147 0.9915
H10 -0.7793 -1.2570 1.2773
H11 -2.5476 0.0923 0.8741
O3 -1.8399 0.2293 1.5032
H12 -2.1603 3.2207 0.8780
H13 -1.3045 2.6522 -0.1983
O4 -2.0623 3.3047 -0.0755

Forces on atoms 1 to 2 (eV/Å):
0.3776 1.4561 -1.0413
1.3864 -0.4371 -1.0218

Atom charges from the natural (NBO) analysis, given in e for atoms 1 to 2:
1 C -0.449
2 C -0.421

***

No. 4
Here is a 4-piece molecular cluster, C4H13O5 overall at a distorted geometry from the OMol25 dataset. Energies are from ωB97M-V/def2-TZVPD.

Results
gap between HOMO and LUMO (alpha / beta): 9.874 / 4.843 eV
HOMO (alpha / beta): -9.85 / -9.79 eV
molar mass: 141.1 g/mol
DFT total energy: -14589.037 eV
2S+1: 2
relative energy (zero: lowest compared OMol25 entry of this formula, charge and spin): 90.1 kcal/mol

Atoms and positions in Å:
C1 -0.7802 -0.7374 -2.0434
O1 -0.3525 0.6526 -2.5921
C2 0.1663 -0.9540 -0.7737
C3 -0.6902 -0.2257 0.2214
C4 -1.8581 -1.0421 0.7370
O2 -1.9432 -2.2313 0.5723
H1 -1.8486 -0.5549 -1.9692
H2 -0.6798 -1.3642 -2.9639
H3 0.1551 -2.0878 -0.6612
H4 1.1516 -0.6308 -1.1060
H5 -0.9457 0.8148 -0.2241
H6 0.0688 -0.2053 1.0791
H7 -2.5997 -0.3759 1.2597
H8 1.9266 0.1628 1.8911
H9 2.8232 2.1453 1.6021
O3 2.1019 1.7185 1.7245
H10 1.0894 2.0680 1.2335
H11 0.7433 2.9222 -0.3186
O4 0.2782 2.4985 0.2104
H12 -0.1467 1.2523 -1.8542
H13 2.2763 -0.8386 0.8796
O5 1.7856 -0.8325 1.6230

Forces on atoms 1 to 2 (eV/Å):
2.1040 2.4165 -2.3436
-0.1543 -1.1142 0.2366

Atom charges from the natural (NBO) analysis, given in e for atoms 1 to 2:
1 C -0.066
2 O -0.769

***

No. 5
Here is C4H14BrO4 as an isolated structure at a distorted geometry from the OMol25 dataset. Energies are from ωB97M-V/def2-TZVPD.

Results
gap between HOMO and LUMO: 7.945 eV
HOMO: -4.62 eV
molar mass: 206.1 g/mol
DFT total energy: -82605.442 eV
total charge: -1

Atoms and positions in Å:
Br1 15.5893 10.7516 -18.8372
C1 15.4614 10.5180 -15.6730
O1 15.7009 11.6483 -16.4251
H1 15.4890 10.7566 -14.6098
H2 14.4822 10.1811 -16.0133
H3 16.2714 9.7986 -15.7932
H4 15.6959 11.3505 -17.3377
C2 17.7512 8.8366 -20.5803
O2 16.7326 9.7328 -21.0178
H5 17.4134 8.1074 -19.8440
H6 18.1214 8.4235 -21.5186
H7 18.5208 9.3730 -20.0252
H8 16.4199 10.2622 -20.2806
C3 13.7685 8.1348 -18.0751
C4 12.8552 7.0388 -18.5153
O3 12.0982 7.4727 -19.6730
O4 14.6849 8.4740 -19.1784
H9 14.3657 7.7723 -17.2384
H10 13.2571 9.0305 -17.7226
H11 12.1370 6.7614 -17.7437
H12 13.4298 6.1281 -18.6846
H13 11.2125 7.6873 -19.3713
H14 15.0618 9.3020 -18.8719

Forces on atoms 1 to 2 (eV/Å):
0.6459 5.6027 -1.2552
0.0652 0.3494 0.1354

Atom charges from the natural (NBO) analysis, given in e for atoms 1 to 2:
1 Br -0.482
2 C -0.252

***

No. 6
Here is C4H14CsO3 as an isolated structure at a distorted geometry from the OMol25 dataset. Energies are from ωB97M-V/def2-TZVPD.

Results
gap between HOMO and LUMO: 10.208 eV
HOMO: -14.01 eV
molar mass: 243.1 g/mol
DFT total energy: -11052.593 eV
total charge: +1
relative energy (zero: lowest compared OMol25 entry of this formula, charge and spin): 159.5 kcal/mol

Atoms and positions in Å:
Cs1 -1.0109 0.4134 -0.0281
C1 2.0531 -0.7903 0.1163
C2 0.9572 -1.7143 -0.4724
O1 1.0611 -1.6429 -1.8881
H1 2.1723 -0.8632 1.1973
H2 1.8165 0.2558 -0.0781
H3 3.0215 -1.0168 -0.3298
H4 -0.0193 -1.3107 -0.2045
H5 0.9816 -2.7605 -0.1676
H6 0.4416 -0.9595 -2.1541
C3 1.5285 0.9650 2.2490
O2 0.3445 0.5037 1.6173
H7 2.2425 0.1615 2.0680
H8 1.8970 1.7832 1.6302
H9 1.4030 1.2678 3.2885
H10 -0.4169 1.0792 1.7209
C4 -3.3687 0.6334 -1.3006
O3 -2.3703 0.7593 -2.2718
H11 -3.6446 1.6071 -0.8957
H12 -4.1774 -0.0134 -1.6406
H13 -3.0027 0.0793 -0.4362
H14 -1.9095 1.5629 -2.0197

Forces on atoms 1 to 2 (eV/Å):
-2.9283 1.1505 -5.2436
0.0062 -1.2229 -0.2333

Atom charges from the Mulliken analysis, given in e for atoms 1 to 2:
1 Cs 0.959
2 C -0.507

***

No. 7
Here is a 2-piece molecular cluster, C4H14N overall at a distorted geometry from the OMol25 dataset. Energies are from ωB97M-V/def2-TZVPD.

Results
gap between HOMO and LUMO: 9.222 eV
HOMO: -13.64 eV
molar mass: 76.2 g/mol
DFT total energy: -5856.911 eV
total charge: +1
relative energy (zero: lowest compared OMol25 entry of this formula, charge and spin): 44.8 kcal/mol

Atoms and positions in Å:
C1 0.9243 2.0881 3.7287
N1 0.5006 1.4187 2.4922
H1 0.1159 2.6658 4.1305
H2 1.3539 1.3300 4.3769
H3 1.8632 2.7023 3.5833
H4 0.6074 1.9721 1.5890
H5 -0.5735 1.3513 2.5501
H6 1.1006 0.5124 2.4336
C2 -0.7484 -0.1988 -2.7029
C3 -0.0913 -1.1728 -1.7287
C4 -0.6232 -2.4911 -2.1815
H7 -0.3736 -0.0644 -3.7427
H8 -0.8943 0.7446 -2.2585
H9 -1.7838 -0.5897 -2.7906
H10 -0.2639 -0.9080 -0.6357
H11 1.0715 -1.0087 -1.8344
H12 -1.7170 -2.4216 -2.3903
H13 -0.2098 -2.6762 -3.1581
H14 -0.2584 -3.2541 -1.4611

Forces on atoms 1 to 2 (eV/Å):
2.8206 1.0412 0.4669
-0.7882 -0.6232 -1.7597

Atom charges from the natural (NBO) analysis, given in e for atoms 1 to 2:
1 C -0.443
2 N -0.706

***

No. 8
Here is a 2-piece molecular cluster, C4H14N overall at a distorted geometry from the OMol25 dataset. Energies are from ωB97M-V/def2-TZVPD.

Results
gap between HOMO and LUMO: 10.717 eV
HOMO: -14.62 eV
molar mass: 76.2 g/mol
DFT total energy: -5858.295 eV
total charge: +1
relative energy (zero: lowest compared OMol25 entry of this formula, charge and spin): 12.9 kcal/mol

Atoms and positions in Å:
C1 1.1516 0.9338 0.9784
C2 -0.3258 0.7198 1.3316
N1 1.4614 2.3823 0.6907
H1 1.8419 0.6097 1.7480
H2 1.4525 0.3993 0.0752
H3 -0.8486 0.2279 0.5196
H4 -0.7942 1.7016 1.3735
H5 1.0964 3.0140 1.4083
H6 2.4713 2.5303 0.6389
H7 1.0475 2.6903 -0.1932
H8 -0.4119 0.1916 2.2695
C3 -1.6722 -1.9356 -1.0091
C4 -0.3445 -1.8931 -1.7165
H9 -1.5675 -2.2301 0.0358
H10 -2.2158 -0.9896 -0.9736
H11 -2.3716 -2.6742 -1.4165
H12 0.3421 -1.1744 -1.2723
H13 0.1558 -2.8651 -1.7176
H14 -0.4685 -1.6386 -2.7706

Forces on atoms 1 to 2 (eV/Å):
-0.0162 -0.6056 -0.3820
0.6049 0.7164 -0.6739

Atom charges from the natural (NBO) analysis, given in e for atoms 1 to 2:
1 C -0.223
2 C -0.638

***

No. 9
Here is a 2-piece molecular cluster, C4H14N overall at a distorted geometry from the OMol25 dataset. Energies are from ωB97M-V/def2-TZVPD.

Results
gap between HOMO and LUMO: 10.429 eV
HOMO: -14.12 eV
molar mass: 76.2 g/mol
DFT total energy: -5856.361 eV
total charge: +1
relative energy (zero: lowest compared OMol25 entry of this formula, charge and spin): 57.5 kcal/mol

Atoms and positions in Å:
C1 -1.5936 3.1660 -1.2001
C2 -1.6943 1.5610 -1.2110
H1 -1.0356 3.4480 -2.1319
H2 -2.6919 3.4699 -1.2556
H3 -1.2624 3.4627 -0.2199
H4 -2.0846 1.1822 -2.2059
H5 -2.5155 1.2511 -0.4744
H6 -0.6648 1.2642 -0.9299
C3 1.9417 -0.5709 0.7704
N1 1.0691 -1.6737 1.4467
C4 0.5376 -2.8334 0.5987
H7 2.3915 0.3134 1.4407
H8 1.2911 -0.1262 -0.0147
H9 2.6960 -1.1262 0.2838
H10 1.6379 -2.2088 2.1200
H11 0.2989 -1.1599 1.9691
H12 1.4116 -3.5578 0.6888
H13 -0.5518 -3.3639 0.7988
H14 0.8193 -2.4977 -0.4736

Forces on atoms 1 to 2 (eV/Å):
-2.5925 -2.1261 -1.3509
-1.1134 1.2407 0.2148

Atom charges from the natural (NBO) analysis, given in e for atoms 1 to 2:
1 C -0.611
2 C -0.621

***

No. 10
Here is a 2-piece molecular cluster, C4H14N overall at a distorted geometry from the OMol25 dataset. Energies are from ωB97M-V/def2-TZVPD.

Results
gap between HOMO and LUMO: 11.366 eV
HOMO: -15.14 eV
molar mass: 76.2 g/mol
DFT total energy: -5857.847 eV
total charge: +1
relative energy (zero: lowest compared OMol25 entry of this formula, charge and spin): 23.2 kcal/mol

Atoms and positions in Å:
C1 1.0774 0.8557 0.3621
C2 0.5872 1.3103 1.7190
N1 1.6134 -0.5715 0.4891
H1 0.2409 0.8711 -0.3564
H2 1.8013 1.4866 -0.1054
H3 1.4319 1.6222 2.3443
H4 0.1967 0.5006 2.3633
H5 1.1933 -1.1625 1.2261
H6 1.4622 -1.1084 -0.3647
H7 2.6290 -0.5480 0.6496
H8 -0.1372 2.1724 1.4908
C3 -1.4416 -0.5232 -1.9932
C4 -1.9097 -0.9093 -0.6021
H9 -1.5650 -1.2426 -2.7950
H10 -1.8354 0.4591 -2.1479
H11 -0.3475 -0.3983 -2.0251
H12 -1.9840 -1.9439 -0.2838
H13 -2.9926 -0.6797 -0.5225
H14 -1.4118 -0.4293 0.2425

Forces on atoms 1 to 2 (eV/Å):
-1.7217 -0.7887 0.1971
0.0411 1.1653 0.2085

Atom charges from the natural (NBO) analysis, given in e for atoms 1 to 2:
1 C -0.229
2 C -0.649

***

No. 11
Here is a 2-piece molecular cluster, C4H14N overall at a distorted geometry from the OMol25 dataset. Energies are from ωB97M-V/def2-TZVPD.

Results
gap between HOMO and LUMO: 9.165 eV
HOMO: -13.25 eV
molar mass: 76.2 g/mol
DFT total energy: -5856.925 eV
total charge: +1
relative energy (zero: lowest compared OMol25 entry of this formula, charge and spin): 44.5 kcal/mol

Atoms and positions in Å:
C1 -0.1494 -5.0958 -0.4077
C2 -1.6817 -5.2534 -0.2827
H1 0.2525 -5.1178 0.6317
H2 0.3832 -5.9128 -1.0302
H3 0.1697 -4.2191 -0.9604
H4 -2.2478 -5.3340 -1.2617
H5 -2.1345 -4.4722 0.3175
H6 -1.8211 -6.2535 0.1407
C3 1.0733 2.7564 -0.2775
C4 0.9989 4.1576 -0.0957
N1 -0.1009 4.5164 1.1049
H7 1.8691 2.4865 -1.0391
H8 0.2258 2.2150 -0.6932
H9 1.4781 2.3125 0.6534
H10 0.8715 4.8927 -0.9168
H11 1.9672 4.4279 0.3123
H12 -0.2675 3.8732 1.9648
H13 0.0229 5.4974 1.5028
H14 -0.9093 4.5231 0.3367

Forces on atoms 1 to 2 (eV/Å):
0.5547 -1.1446 -0.5629
0.1821 -1.1741 -1.6304

Atom charges from the natural (NBO) analysis, given in e for atoms 1 to 2:
1 C -0.612
2 C -0.614

***

No. 12
Here is a 2-piece molecular cluster, C4H14N overall at a distorted geometry from the OMol25 dataset. Energies are from ωB97M-V/def2-TZVPD.

Results
gap between HOMO and LUMO (alpha / beta): 14.541 / 5.786 eV
HOMO (alpha / beta): -21.71 / -21.70 eV
molar mass: 76.2 g/mol
DFT total energy: -5842.591 eV
2S+1: 2
total charge: +2
relative energy (zero: lowest compared OMol25 entry of this formula, charge and spin): 39.8 kcal/mol

Atoms and positions in Å:
C1 -1.6066 -1.3307 -0.3831
N1 -0.5256 -0.7783 -1.2441
C2 -1.0549 0.0673 -2.3928
H1 -1.2468 -1.9505 0.4246
H2 -2.0829 -0.5138 0.1095
H3 -2.2768 -1.9991 -0.9599
H4 0.1400 -1.4627 -1.5277
H5 -0.0367 -0.1242 -0.6540
H6 -1.6909 -0.5601 -3.0184
H7 -0.1886 0.4780 -2.8991
H8 -1.7143 0.8425 -1.9987
C3 1.1493 0.5239 1.2606
C4 1.8822 1.3163 2.3721
H9 1.1482 -0.5724 1.5007
H10 1.7245 0.6014 0.2828
H11 0.1308 0.8745 1.1172
H12 2.9449 1.0249 2.4490
H13 1.8188 2.4094 2.1665
H14 1.4853 1.1534 3.3947

Forces on atoms 1 to 2 (eV/Å):
-0.4805 -1.4321 -0.2134
-1.3190 1.2967 0.4326

Atom charges from the natural (NBO) analysis, given in e for atoms 1 to 2:
1 C -0.444
2 N -0.479